(1)
ORCA calculation (the ωB97M-V functional and the def2-TZVPD basis) on a single C4H7OP molecule at a distorted geometry.

The geometry in XYZ format:
```
13
Properties=species:S:1:pos:R:3:nbo_charge:R:1
H -1.0432 -2.3746 -1.5686 -0.0790
P -2.0441 -1.7643 -0.7303 0.3723
C -0.4299 -0.5125 -0.2920 -0.1478
C 0.9122 -0.7417 -0.8481 -0.7259
C -0.8620 0.6206 0.4494 0.4184
C 0.2104 1.4173 1.2482 -0.7099
O -2.0059 0.9966 0.4740 -0.5163
H 1.5646 0.0707 -1.0105 0.2283
H 0.8669 -0.9833 -1.8465 0.2396
H 1.3660 -1.5731 -0.3794 0.2394
H 0.2543 1.1982 2.4151 0.2371
H 0.0436 2.4852 1.2480 0.2377
H 1.1670 1.1610 0.8407 0.2060
```

HOMO (spin up / spin down) = -8.99 / -8.89 eV
F_max = 0.097 Eh/bohr
DFT total energy = -573.07258 a.u.
HOMO-LUMO gap (spin up / spin down) = 7.773 / 7.845 eV

***

(2)
ORCA calculation (the ωB97M-V functional and the def2-TZVPD basis) on 2 unconnected molecules or ions with the total composition C4H7P at a distorted geometry.

The geometry in XYZ format:
```
12
Properties=species:S:1:pos:R:3:nbo_charge:R:1
C 1.2128 1.0059 -1.6538 0.0019
C 0.6021 0.1560 -2.2642 -0.2514
C 1.5924 1.9919 -0.6796 -0.7077
C -1.8376 -2.0182 1.8465 -1.0924
P -1.1925 -1.1444 0.4221 0.3497
H 1.3598 1.9406 0.4320 0.2508
H 2.7185 2.0106 -0.8126 0.2369
H 1.1206 2.9967 -1.1501 0.2410
H -1.4875 -3.0645 1.8218 0.2441
H -2.9326 -1.9248 2.2364 0.2506
H -1.2284 -1.4578 2.6734 0.2490
H 0.0725 -0.4920 -2.8720 0.2276
```

HOMO (spin up / spin down) = -7.88 / -7.83 eV
F_max = 0.065 Eh/bohr
DFT total energy = -497.75825 a.u.
HOMO-LUMO gap (spin up / spin down) = 7.139 / 7.095 eV

***

(3)
ORCA calculation (the ωB97M-V functional and the def2-TZVPD basis) on 2 unconnected molecules or ions with the total composition C4H8.

The geometry in XYZ format:
```
12
Properties=species:S:1:pos:R:3:nbo_charge:R:1
C 1.8057 0.3552 -0.5205 -0.4224
C 2.2393 -0.3820 0.5130 -0.5196
H 0.9547 1.0181 -0.3933 0.2219
H 2.2731 0.2580 -1.4950 0.1673
H 1.5955 -0.5547 1.3712 0.1829
H 3.1464 -0.9752 0.4582 0.1626
C -1.4504 -0.1270 -0.4132 -0.6942
C -2.4981 0.3294 0.3950 -0.6811
H -0.6514 -0.6849 0.0740 0.1298
H -1.5816 -0.1687 -1.4883 0.1559
H -2.3185 0.4660 1.4583 0.1463
H -3.5147 0.4658 0.0407 0.1508
```

HOMO (spin up / spin down) = 1.42 / -3.28 eV
F_max = 0.017 Eh/bohr
net charge = -1
2S+1 = 2
DFT total energy = -157.05878 a.u.
HOMO-LUMO gap (spin up / spin down) = 3.201 / 7.746 eV
<S²> = 0.75

***

(4)
ORCA calculation (the ωB97M-V functional and the def2-TZVPD basis) on 2 unconnected molecules or ions with the total composition C4H8 at a distorted geometry.

The geometry in XYZ format:
```
12
Properties=species:S:1:pos:R:3:nbo_charge:R:1
C 2.1240 0.2653 0.1134 -0.4169
C 1.1451 -0.5360 -0.2103 -0.3970
H 2.7932 0.1949 1.0525 0.2118
H 2.0193 1.2060 -0.4656 0.1877
H 1.0839 -1.6138 0.2950 0.2064
H 0.4418 -0.0840 -0.9332 0.1982
C -1.4931 0.7553 -0.0237 -0.3807
C -1.7582 -0.5415 0.0446 -0.3821
H -0.5743 1.1305 -0.4844 0.1840
H -2.0990 1.5019 0.4777 0.1991
H -1.0796 -1.2914 -0.3783 0.1929
H -2.6031 -0.9871 0.5123 0.1966
```

HOMO = -9.84 eV
F_max = 0.058 Eh/bohr
DFT total energy = -157.09620 a.u.
HOMO-LUMO gap = 11.061 eV

***

(5)
ORCA calculation (the ωB97M-V functional and the def2-TZVPD basis) on 2 unconnected molecules or ions with the total composition C4H8.

The geometry in XYZ format:
```
12
Properties=species:S:1:pos:R:3:nbo_charge:R:1
C -0.6026 -1.6714 0.1359 -0.4247
C 0.3178 -1.1074 -0.6363 -0.3458
H -1.6521 -1.6681 -0.1429 0.1922
H -0.3575 -2.0398 1.1275 0.1920
H 0.0681 -0.6354 -1.5820 0.1933
H 1.3526 -1.0045 -0.3216 0.1928
C -0.2864 1.1042 0.6674 -0.3457
C 0.5729 1.6754 -0.1668 -0.4248
H -1.3419 0.9980 0.4289 0.1935
H 0.0319 0.6394 1.5971 0.1930
H 0.2564 2.0365 -1.1416 0.1922
H 1.6409 1.6732 0.0344 0.1921
```

HOMO = -8.86 eV
F_max = 0.012 Eh/bohr
DFT total energy = -157.11535 a.u.
HOMO-LUMO gap = 10.133 eV

***

(6)
ORCA calculation (the ωB97M-V functional and the def2-TZVPD basis) on 2 unconnected molecules or ions with the total composition C4H8 at a distorted geometry.

The geometry in XYZ format:
```
12
Properties=species:S:1:pos:R:3:nbo_charge:R:1
C -0.7246 1.2694 -0.1990 -0.3915
C -0.1528 0.0938 -0.1372 -0.0812
C 0.0649 -0.9331 0.8314 -0.3774
C 0.3867 -0.8889 -0.9995 -0.4334
H -0.8172 1.8121 -1.1316 0.2036
H -1.0814 1.7124 0.7162 0.2035
H -0.6247 -1.7346 1.0331 0.2214
H 1.0713 -1.0878 1.2051 0.2087
H -0.2477 -1.2678 -1.7884 0.2173
H 1.3366 -1.3872 -0.8778 0.2299
H 1.3688 2.2274 1.6662 0.0027
H 1.3899 2.9097 1.9579 -0.0036
```

HOMO = -8.52 eV
F_max = 0.048 Eh/bohr
DFT total energy = -157.04739 a.u.
HOMO-LUMO gap = 9.689 eV

***

(7)
ORCA calculation (the ωB97M-V functional and the def2-TZVPD basis) on 2 unconnected molecules or ions with the total composition C4H8.

The geometry in XYZ format:
```
12
Properties=species:S:1:pos:R:3:nbo_charge:R:1
C -1.6187 0.2637 -0.4663 -0.3736
C -2.0984 0.4762 0.7395 -0.3927
H -1.7273 -0.6870 -0.9677 0.1912
H -1.0972 1.0346 -1.0231 0.1951
H -1.9893 1.4213 1.2380 0.1905
H -2.6225 -0.2879 1.2877 0.1902
C 1.5311 -0.2864 0.4304 -0.3733
C 2.1826 -0.4550 -0.6995 -0.3928
H 0.9034 -1.0498 0.8504 0.1946
H 1.6118 0.6294 0.9952 0.1906
H 2.1046 -1.3677 -1.2689 0.1897
H 2.8199 0.3088 -1.1157 0.1905
```

HOMO = -9.85 eV
F_max = 0.010 Eh/bohr
DFT total energy = -157.13328 a.u.
HOMO-LUMO gap = 11.147 eV

***

(8)
ORCA calculation (the ωB97M-V functional and the def2-TZVPD basis) on a molecular structure, C4H8AgClO at a distorted geometry.

The geometry in XYZ format:
```
15
Properties=species:S:1:pos:R:3:nbo_charge:R:1
Ag -1.5118 -3.3072 2.0227 0.7706
Cl -1.4332 -2.9536 -0.0100 -0.6849
C -0.2522 0.3003 -1.0574 -0.4416
C 0.8216 1.2633 -0.6119 -0.4200
C 1.1329 0.7098 0.7233 -0.0830
O -0.1795 0.4099 1.2896 -0.5447
C -0.8957 -0.2451 0.2130 -0.1167
H 0.3594 -0.4842 -1.5032 0.2004
H -0.9956 0.7055 -1.7438 0.2135
H 0.5114 2.3067 -0.6682 0.2030
H 1.7513 1.2458 -1.1807 0.2031
H 1.6299 1.5159 1.2631 0.1870
H 1.8496 -0.1113 0.7401 0.1652
H -1.9585 -0.0226 0.3072 0.1638
H -0.8294 -1.3331 0.2161 0.1844
```

HOMO = -8.32 eV
F_max = 0.106 Eh/bohr
DFT total energy = -839.51258 a.u.
HOMO-LUMO gap = 6.964 eV

***

(9)
ORCA calculation (the ωB97M-V functional and the def2-TZVPD basis) on a single C4H8BN molecule at a distorted geometry.

The geometry in XYZ format:
```
14
Properties=species:S:1:pos:R:3:nbo_charge:R:1
B -0.7719 0.2460 -0.0886 0.5694
C 0.2772 -0.8776 0.2362 -0.2964
C 1.6768 -0.6370 -0.0400 -0.2560
C 2.3442 0.5481 0.1034 -0.3293
C -2.2037 -0.3448 -0.0138 -0.8988
N -0.2984 1.4624 -0.2450 -0.6625
H -0.0328 -1.8601 0.4629 0.1900
H 2.3229 -1.4414 -0.3365 0.2029
H 1.6548 1.2887 0.4003 0.1953
H 3.3436 0.8723 -0.2528 0.2086
H -2.2814 -1.2705 -0.5774 0.2381
H -3.0526 0.3243 -0.1272 0.2238
H -2.2728 -0.6250 1.0502 0.2396
H -0.7059 2.3146 -0.5716 0.3754
```

HOMO (spin up / spin down) = -9.81 / -7.85 eV
F_max = 0.062 Eh/bohr
DFT total energy = -236.68655 a.u.
HOMO-LUMO gap (spin up / spin down) = 9.135 / 6.144 eV

***

(10)
ORCA calculation (the ωB97M-V functional and the def2-TZVPD basis) on a molecular structure, C4H8Br4CrN5O15 at a distorted geometry.

The geometry in XYZ format:
```
37
Properties=species:S:1:pos:R:3:nbo_charge:R:1
Cr 0.8567 0.6170 -0.1969 1.6156
N 1.3008 -1.0178 -2.9760 0.7264
O 1.1662 -0.3775 -4.0401 -0.4441
O 2.0390 -1.9839 -2.9391 -0.4254
O 0.6741 -0.5484 -1.9351 -0.5951
N 2.7548 2.7516 1.6226 0.7380
O 1.8055 2.0889 1.0527 -0.6133
O 3.4742 3.4760 0.9384 -0.4300
O 2.8097 2.6410 2.8440 -0.4796
N 1.4566 -2.4034 0.7176 0.7395
O 1.0845 -3.2544 1.5320 -0.4784
O 2.3369 -2.6434 -0.1030 -0.4220
O 0.9553 -1.2218 0.7620 -0.5982
N -1.6196 0.7562 0.7377 0.7267
O -2.6183 0.2808 1.1977 -0.3538
O -0.5584 1.0171 1.3715 -0.4665
O -1.2885 0.7065 -0.5059 -0.4846
N 1.7687 2.8363 -2.2956 0.7217
O 0.9293 2.2829 -1.4838 -0.5831
O 2.6044 3.6708 -1.9466 -0.4373
O 1.7618 2.4155 -3.4633 -0.4484
Br -5.8203 0.0134 -3.1336 -0.0619
C -4.2701 -1.0225 -3.8363 -0.4174
C -3.2776 -1.2934 -2.7299 -0.4393
Br -1.7497 -2.2994 -3.4825 0.0066
H -3.7430 -0.4650 -4.6054 0.2299
H -4.6021 -2.0136 -4.1354 0.2136
H -3.7919 -1.8743 -1.9681 0.2141
H -2.8502 -0.3753 -2.3343 0.2530
Br -1.4597 -0.6165 5.0016 -0.0931
C 0.4295 -0.9938 4.3719 -0.4031
C 1.1776 0.3247 4.4308 -0.4477
Br 3.0734 -0.1280 4.2624 -0.0173
H 0.3651 -1.3808 3.3539 0.2590
H 0.9135 -1.8166 4.8928 0.2203
H 1.0050 0.8282 5.3789 0.2101
H 0.9069 1.0227 3.6424 0.2651
```

HOMO (spin up / spin down) = -3.80 / -3.77 eV
F_max = 0.079 Eh/bohr
net charge = -2
2S+1 = 4
DFT total energy = -12899.65443 a.u.
HOMO-LUMO gap (spin up / spin down) = 6.616 / 7.564 eV
<S²> = 3.80

***

(11)
ORCA calculation (the ωB97M-V functional and the def2-TZVPD basis) on 2 unconnected molecules or ions with the total composition C4H8BrNO4 at a distorted geometry.

The geometry in XYZ format:
```
18
Properties=species:S:1:pos:R:3:nbo_charge:R:1
O 1.2883 -1.3429 -2.2955 -0.5467
N 0.6687 -0.2919 -1.9991 0.3231
O 1.2472 0.9045 -2.3189 -0.5357
C -0.5442 -0.2605 -1.4771 0.0445
Br -1.5284 1.3553 -1.3660 0.1158
C -1.0637 -1.7622 -1.1192 -0.0640
O -0.9691 -2.5696 -2.1884 -0.7241
H 2.0867 0.8022 -2.8216 0.5057
H -0.3507 -2.0811 -0.3225 0.1816
H -2.0128 -1.4536 -0.6393 0.1953
H 0.0115 -2.5153 -2.5602 0.5138
C -0.6871 -0.3694 2.4253 -0.7119
C 0.0227 0.6263 1.4519 0.4265
O 0.9385 0.1876 0.7876 -0.5312
H -0.0727 -0.0729 3.3853 0.2377
H -1.8018 -0.1304 2.5276 0.2207
H -0.5800 -1.3939 2.1616 0.2265
H -0.0845 1.6197 1.8254 0.1223
```

HOMO = -8.98 eV
F_max = 0.088 Eh/bohr
DFT total energy = -3086.74917 a.u.
HOMO-LUMO gap = 9.445 eV

***

(12)
ORCA calculation (the ωB97M-V functional and the def2-TZVPD basis) on a single C4H8Cl2 molecule at a distorted geometry.

The geometry in XYZ format:
```
14
Properties=species:S:1:pos:R:3:nbo_charge:R:1
C -2.2615 -0.6814 -0.3079 -0.6135
C -0.8304 -1.0656 -0.4587 -0.4876
C 0.0875 -0.1623 0.2324 0.1022
C 0.2714 -0.4009 1.6906 -0.6610
Cl 1.7651 -0.3925 -0.5062 -0.0813
Cl -0.3155 1.5751 -0.1104 -0.0523
H -2.5175 -0.2612 0.6241 0.2109
H -2.9597 -1.5039 -0.5001 0.2203
H -2.5249 0.0887 -1.0778 0.2228
H -0.5869 -1.1217 -1.5460 0.2348
H -0.5671 -2.0454 -0.0634 0.2231
H -0.6593 -0.6750 2.1351 0.2171
H 0.6816 0.4649 2.1090 0.2343
H 0.8890 -1.1907 1.8617 0.2301
```

HOMO = -10.57 eV
F_max = 0.058 Eh/bohr
DFT total energy = -1077.58673 a.u.
HOMO-LUMO gap = 11.434 eV

***

(13)
ORCA calculation (the ωB97M-V functional and the def2-TZVPD basis) on 2 unconnected molecules or ions with the total composition C4H8Cl2N2O at a distorted geometry.

The geometry in XYZ format:
```
17
Properties=species:S:1:pos:R:3:nbo_charge:R:1
C -1.4936 0.0264 -0.6838 0.7998
C 2.0758 1.5609 0.5358 -0.6900
C 0.1163 1.0738 1.9442 -0.3651
C 0.7926 0.9342 0.8361 0.1290
N -1.5960 -0.6011 -1.8642 -0.8248
N -0.0386 0.3772 -0.3717 -0.4949
O -2.3567 0.4373 0.0221 -0.5891
Cl -1.5468 -3.8842 -0.2940 -0.2883
Cl 1.1119 -0.3499 -1.3379 0.1352
H 2.4346 2.3873 1.2503 0.2193
H 2.1111 1.7181 -0.5108 0.2394
H 2.8462 0.7727 0.6915 0.2266
H -0.8654 0.6070 1.9260 0.2128
H -0.8089 -5.0257 -0.3515 0.2887
H 0.5592 1.7344 2.7396 0.1835
H -0.8490 -1.0155 -2.3604 0.4153
H -2.4927 -0.7528 -2.1713 0.4025
```

HOMO (spin up / spin down) = -4.71 / -9.48 eV
F_max = 0.192 Eh/bohr
2S+1 = 3
DFT total energy = -1262.11016 a.u.
HOMO-LUMO gap (spin up / spin down) = 5.139 / 7.595 eV
<S²> = 2.01

***

(14)
ORCA calculation (the ωB97M-V functional and the def2-TZVPD basis) on a gas-phase ion, C4H8Cl2NO2S (charge +1) at a distorted geometry.

The geometry in XYZ format:
```
18
Properties=species:S:1:pos:R:3:nbo_charge:R:1
C 1.1829 0.2580 -1.0530 -0.2244
C 0.7403 0.3522 0.3481 -0.0609
C -0.6052 -1.6481 -0.5329 -0.4434
C 1.4326 -0.3106 1.5068 -0.4214
N -0.0867 -0.3584 -0.6541 0.0647
O -1.6174 3.0924 -0.1612 -0.7705
O -1.2790 0.4910 -1.0832 -0.6650
S -2.4019 2.0076 -0.7476 1.5592
Cl 2.3121 -1.7604 0.9965 0.0070
Cl -3.5122 1.3153 0.8553 -0.1490
H 1.0714 1.2895 -1.5013 0.2737
H 1.8697 -0.4136 -1.5567 0.2754
H 0.3194 1.4063 0.6306 0.2758
H -1.3592 -1.5827 0.1947 0.2387
H -1.2129 -1.8658 -1.3947 0.2647
H 0.2445 -2.3361 -0.1222 0.2695
H 0.8526 -0.4095 2.3419 0.2444
H 2.0491 0.4730 1.9330 0.2614
```

HOMO = -14.93 eV
F_max = 0.119 Eh/bohr
net charge = +1
DFT total energy = -1680.56975 a.u.
HOMO-LUMO gap = 9.113 eV

***

(15)
ORCA calculation (the ωB97M-V functional and the def2-TZVPD basis) on 4 unconnected molecules or ions with the total composition C4H8Cl8 at a distorted geometry.

The geometry in XYZ format:
```
20
Properties=species:S:1:pos:R:3:nbo_charge:R:1
Cl -0.3246 -0.3907 -2.8270 -0.0398
C -0.4589 -0.6255 -1.0140 -0.3745
Cl -1.3518 0.6932 -0.2150 -0.0355
H -1.0704 -1.5231 -0.9215 0.2192
H 0.4069 -0.7522 -0.3641 0.2307
Cl -3.3826 3.4586 5.9203 -0.0449
C -3.3184 4.0287 4.2168 -0.3681
Cl -3.8630 5.7518 4.1937 -0.0372
H -2.3201 3.9143 3.7946 0.2259
H -4.0536 3.3841 3.7351 0.2242
Cl 2.7359 -1.5253 4.5736 -0.0270
C 3.7443 -0.8993 5.8789 -0.3942
Cl 3.7729 -1.9744 7.2962 -0.0333
H 4.7747 -0.8006 5.5372 0.2278
H 3.2404 0.0093 6.2085 0.2268
Cl 1.4265 -2.1450 -10.3636 -0.0294
C 0.3292 -2.6214 -9.0579 -0.3985
Cl -1.3277 -2.2622 -9.5520 -0.0205
H 0.5758 -3.6712 -8.8997 0.2250
H 0.4646 -2.0490 -8.1402 0.2233
```

HOMO = -11.03 eV
F_max = 0.032 Eh/bohr
DFT total energy = -3838.70533 a.u.
HOMO-LUMO gap = 11.333 eV

***

(16)
ORCA calculation (the ωB97M-V functional and the def2-TZVPD basis) on 2 unconnected molecules or ions with the total composition C4H8ClF at a distorted geometry.

The geometry in XYZ format:
```
14
Properties=species:S:1:pos:R:3:nbo_charge:R:1
C 0.7147 -2.0216 0.2868 -0.6175
C -1.4217 2.2465 -0.0609 -0.5593
C 0.4761 -0.5421 -0.0267 -0.5084
C -0.9679 -0.2910 0.2594 0.3902
F -1.2963 -0.3106 1.5633 -0.3437
Cl -2.1280 -0.8807 -0.8512 0.0115
H 0.3182 -1.9048 1.3328 0.2122
H 1.7677 -2.4235 0.2957 0.2237
H 0.0615 -2.7119 -0.3478 0.2127
H -2.4512 2.0899 0.0423 0.1756
H -0.9374 2.5873 0.8226 0.1683
H -0.9834 2.7531 -0.9692 0.1829
H 1.0619 -0.1043 0.7450 0.2247
H 0.7517 -0.1295 -0.9388 0.2271
```

HOMO (spin up / spin down) = -8.02 / -8.62 eV
F_max = 0.064 Eh/bohr
DFT total energy = -717.11528 a.u.
HOMO-LUMO gap (spin up / spin down) = 8.392 / 9.206 eV